(1)
Below is the molecule C4H7NO2, with properties calculated with the ωB97M-V functional and the def2-TZVPD basis.

Properties
* largest force on an atom: 0.0184 hartree/bohr
* Kohn-Sham gap: 10.6 eV
* SMILES: C[C@@H](C=O)C(N)=O
* lowest unoccupied orbital energy: 0.63 eV

Atoms and positions in Å:
C (-0.9602, -1.1893, 0.1045)
C (-0.4539, 0.1997, -0.2801)
C (-1.0277, 1.2914, 0.6040)
O (-2.0262, 1.1544, 1.2684)
C (1.0182, 0.4458, -0.5759)
N (1.9893, -0.3188, -0.0243)
O (1.2769, 1.3378, -1.3690)
H (-0.5274, -1.5500, 1.0480)
H (-2.0411, -1.1459, 0.2676)
H (-0.7530, -1.9312, -0.6712)
H (-0.7658, 0.5643, -1.2768)
H (-0.4990, 2.2615, 0.5387)
H (1.8421, -0.9873, 0.7114)
H (2.9276, -0.1324, -0.3453)

***

(2)
Below is the molecule C21H28N4O2S, with properties calculated with the ωB97M-V functional and the def2-TZVPD basis.

Properties
* largest force on an atom: 0.0322 hartree/bohr
* Kohn-Sham gap: 9.2 eV
* SMILES: CC(C)CCN(C(=O)c1csnn1)[C@@H](C(=O)NC1CCCC1)c1ccccc1
* lowest unoccupied orbital energy: 0.03 eV

Atoms and positions in Å:
C (-1.1212, -0.3390, -3.0956)
C (-1.2229, 0.7746, -2.0551)
C (-2.2821, 1.7929, -2.4719)
C (0.1464, 1.4366, -1.8630)
C (0.2997, 2.1635, -0.5217)
N (0.1966, 1.2640, 0.6108)
C (-0.9233, 1.0555, 1.3218)
O (-1.0189, 0.1611, 2.1634)
C (-2.1070, 1.9287, 1.1114)
C (-3.3967, 1.4771, 1.3034)
S (-4.4632, 2.7777, 1.0681)
N (-3.1963, 3.8042, 0.7632)
N (-2.0763, 3.2445, 0.8170)
C (1.3484, 0.4059, 0.9328)
C (1.2346, -0.9171, 0.1366)
O (1.8202, -1.1642, -0.8999)
N (0.3853, -1.7682, 0.7278)
C (-0.0078, -3.0365, 0.1520)
C (-1.5005, -3.0222, -0.2088)
C (-2.1832, -3.4892, 1.0724)
C (-1.2807, -4.6307, 1.5361)
C (0.1423, -4.1671, 1.1912)
C (2.6436, 1.1748, 0.8214)
C (3.5141, 1.0789, -0.2559)
C (4.6787, 1.8285, -0.2798)
C (4.9819, 2.6891, 0.7599)
C (4.1161, 2.7943, 1.8359)
C (2.9586, 2.0399, 1.8668)
H (-0.8096, 0.0702, -4.0539)
H (-0.3901, -1.0818, -2.7852)
H (-2.0822, -0.8317, -3.2284)
H (-1.5270, 0.3217, -1.1023)
H (-2.3334, 2.6232, -1.7720)
H (-3.2636, 1.3252, -2.5220)
H (-2.0468, 2.1957, -3.4546)
H (0.3143, 2.1628, -2.6599)
H (0.9220, 0.6755, -1.9397)
H (-0.4521, 2.9445, -0.4158)
H (1.2841, 2.6361, -0.4836)
H (-3.7202, 0.4895, 1.5566)
H (1.2185, 0.1392, 1.9908)
H (-0.1513, -1.4426, 1.5261)
H (0.6287, -3.1845, -0.7234)
H (-1.8257, -2.0350, -0.5335)
H (-1.6903, -3.7318, -1.0148)
H (-3.2109, -3.8103, 0.9088)
H (-2.1850, -2.6841, 1.8093)
H (-1.5248, -5.5358, 0.9783)
H (-1.3956, -4.8462, 2.5970)
H (0.6497, -3.7774, 2.0736)
H (0.7427, -4.9853, 0.7980)
H (3.2924, 0.4056, -1.0669)
H (5.3503, 1.7393, -1.1208)
H (5.8891, 3.2746, 0.7352)
H (4.3446, 3.4619, 2.6536)
H (2.2858, 2.1237, 2.7090)

***

(3)
Below is the molecule C7H8BrFN2O3, with properties calculated with the ωB97M-V functional and the def2-TZVPD basis.

Properties
* largest force on an atom: 0.0296 hartree/bohr
* Kohn-Sham gap (alpha / beta): 7.5 / 6.9 eV
* lowest unoccupied orbital energy (alpha / beta): -1.46 / -2.11 eV

Atoms and positions in Å:
C (-0.5329, 0.5769, -1.3430)
C (-0.9016, 1.1227, -0.1929)
C (0.7817, -0.0508, -1.6196)
C (0.9974, -1.3763, -1.3388)
C (1.4018, 1.1859, 0.7858)
C (-0.0673, 1.1096, 1.0634)
C (-1.6060, -0.3821, 2.0834)
N (1.7113, 0.7374, -2.1441)
N (-0.0153, -2.2490, -0.9319)
O (-1.1681, -1.8402, -0.8848)
O (0.3209, -3.3780, -0.6195)
O (-0.2523, 0.0250, 1.8859)
F (-0.4427, 2.2742, 1.7971)
Br (2.0086, 2.2945, -0.4700)
H (-1.2118, 0.5969, -2.1833)
H (-1.8770, 1.5703, -0.0811)
H (1.9619, -1.8446, -1.4679)
H (2.0887, 0.8170, 1.5274)
H (-2.2431, 0.4773, 2.3030)
H (-1.5832, -1.0484, 2.9413)
H (-1.9790, -0.9124, 1.2040)
H (2.6079, 0.2941, -2.3146)